Entry 1:
85
Properties=species:S:1:pos:R:3:forces:R:3:lowdin_charge:R:1 method="wB97M-V/def2-TZVPD" total_charge=0 relative_energy_kj_mol=0.00 e_lumo_ev=-0.42 total_energy_ha=-17661.15586 homo_ev=-9.2
C 3.5966 3.6626 4.2453 -0.6708 -0.0373 -0.2620 -0.01
C 2.5422 2.7143 3.6456 1.0956 0.1577 0.2285 -0.27
C 1.8325 3.2219 2.4120 -0.9162 2.7756 1.5323 -0.17
O 1.7458 2.1906 1.5359 -0.6868 -1.9114 -1.6325 0.07
C 2.5452 1.1911 1.9290 2.5693 -1.7864 -2.1189 -0.52
O 2.8854 0.2374 1.2296 -1.5550 2.0696 1.8402 0.12
O 3.1413 1.5265 3.0751 -0.0983 -0.5604 1.2281 0.11
H 4.0138 3.4026 5.2181 -0.0237 -0.7057 -0.2403 0.09
H 3.0456 4.5716 4.4863 0.0733 0.3700 -0.3413 0.09
H 4.3997 3.8599 3.5351 -0.0758 0.0950 0.0380 0.09
H 1.8115 2.5101 4.4282 0.0803 -0.7316 -0.0328 0.15
H 2.3322 4.0789 1.9603 0.2487 0.0161 -0.1134 0.13
H 0.8278 3.5369 2.6939 -0.1145 0.1590 -0.1434 0.14
C 3.5821 -3.6868 -1.6997 1.3979 0.3496 0.8454 -0.01
C 3.9336 -3.1208 -0.2835 -1.6506 -0.6317 -0.6158 -0.22
C 2.7863 -3.3480 0.7645 0.4330 1.0848 -2.5021 -0.15
O 3.4935 -3.9224 1.7930 -1.3610 -0.6953 2.5502 0.08
C 4.7554 -4.1737 1.5226 2.7981 -1.1959 4.0063 -0.59
O 5.5656 -4.5774 2.3774 -2.2932 0.8176 -2.5559 0.09
O 5.0405 -3.8712 0.2998 0.1423 0.8181 -2.4452 0.11
H 3.2280 -4.7168 -1.6573 -0.1649 0.0781 0.2746 0.09
H 4.5368 -3.7234 -2.2246 -0.0165 0.0190 -0.3182 0.08
H 2.8955 -3.0891 -2.2992 -0.0627 0.1811 0.4294 0.06
H 4.1851 -2.0605 -0.2563 0.3225 -0.1132 -0.4112 0.15
H 1.9801 -3.9456 0.3391 0.3327 -0.5687 0.3544 0.03
H 2.3116 -2.3979 1.0096 0.3969 0.0096 0.5481 0.06
C 2.3207 4.8149 -0.8142 -1.0258 0.2239 0.3936 0.00
C 0.7771 4.6219 -0.6869 1.5507 0.3713 -0.7572 -0.27
C -0.0831 5.5728 -1.4941 -0.7887 0.2752 0.2645 -0.07
O -0.2037 4.8840 -2.7446 -0.3122 2.1956 -1.3980 0.08
C 0.1212 3.6326 -2.6291 -0.2930 -4.6141 -4.5458 -0.55
O 0.0738 2.7509 -3.5872 0.2515 4.4375 5.0719 0.02
O 0.4742 3.4148 -1.3791 0.3587 -2.3155 1.3171 0.05
H 2.8595 3.9658 -0.3936 -0.2081 -0.0314 0.1388 0.08
H 2.5635 5.7155 -0.2503 0.3320 0.0835 -0.1452 0.09
H 2.6453 4.8953 -1.8517 -0.1950 0.2213 -0.0261 0.10
H 0.4873 4.5949 0.3635 -0.1745 -0.4099 -0.1929 0.14
H 0.2462 6.6058 -1.6061 0.4889 -0.2946 -0.3725 0.14
H -1.0961 5.6475 -1.0989 -0.0643 -0.1686 0.2351 0.12
F -2.9697 1.4383 1.9284 0.0968 0.8489 -0.5690 0.05
C -3.0139 0.3264 2.6330 -0.0055 -2.1534 1.5545 -0.31
C -1.8626 -0.3804 2.9562 0.9826 1.0673 -0.7609 -0.09
C -1.8410 -1.5350 3.7039 -0.8105 0.5030 0.3212 -0.11
C -3.0550 -2.0000 4.1921 -0.1657 -0.4162 0.6452 -0.09
C -4.2273 -1.3123 3.9213 0.3039 0.3456 -0.3563 -0.08
C -4.2032 -0.1689 3.1336 -0.5352 0.2298 -0.5123 -0.01
H -0.9032 -0.0364 2.5991 -0.0451 0.3707 -0.0776 0.07
H -0.8687 -1.9201 3.9738 -0.1347 -0.4784 -0.0185 0.09
H -3.1116 -2.8538 4.8511 0.1584 -0.1870 -0.0367 0.10
H -5.1907 -1.5993 4.3161 0.0870 -0.3466 0.0633 0.11
H -5.1473 0.2784 2.8596 -0.0209 0.3407 0.0747 0.12
F -1.4710 -7.1446 -3.4631 -1.5514 -0.9255 0.1699 0.09
C -0.3896 -6.4913 -3.7958 0.9322 2.0910 0.5410 -0.32
C -0.3783 -5.0886 -3.5769 -0.8162 -0.8883 -0.7047 -0.03
C 0.7415 -4.3689 -3.8564 0.5112 -0.2019 -0.7647 -0.09
C 1.8627 -5.0464 -4.3783 0.0823 1.9960 0.8227 -0.12
C 1.8364 -6.3751 -4.5459 -0.1136 -2.2498 -0.6313 -0.09
C 0.6949 -7.1514 -4.2731 0.2670 0.2118 -0.1632 0.00
H -1.3144 -4.5651 -3.4496 -0.1356 -0.1451 0.6403 0.12
H 0.6731 -3.2927 -3.7972 0.3024 0.0461 0.0940 0.04
H 2.7713 -4.5119 -4.6134 0.0075 0.1677 -0.0560 0.10
H 2.6972 -6.8734 -4.9667 0.1323 -0.0635 0.0212 0.11
H 0.5926 -8.2080 -4.4715 0.3574 -0.0917 0.0463 0.12
F -7.4182 5.1900 -1.3041 0.8372 -0.0213 -0.4973 0.03
C -6.0993 4.8229 -1.4201 -0.6356 -0.2400 0.2400 -0.26
C -5.3014 5.2555 -2.4699 0.4528 -0.0963 0.6320 -0.01
C -3.9747 4.8466 -2.4139 0.2875 -1.2034 0.2677 -0.07
C -3.4851 3.9318 -1.4456 -0.6961 0.8868 -0.4359 -0.10
C -4.3255 3.5143 -0.4112 -0.7390 0.0239 -0.7429 -0.07
C -5.6555 3.9488 -0.4342 0.1459 0.6904 -0.3085 -0.01
H -5.5973 5.8580 -3.3159 -0.4651 0.1250 0.2708 0.12
H -3.3306 5.1293 -3.2335 0.1809 0.0391 -0.0096 0.10
H -2.4925 3.5324 -1.5926 0.0989 0.0190 0.2873 0.05
H -4.0537 2.7841 0.3366 0.3375 0.0557 -0.0195 0.08
H -6.4179 3.6765 0.2806 0.2310 -0.2429 0.2721 0.12
C -0.1470 -0.0266 -0.9998 -0.5283 -0.6345 -0.4647 -1.40
Br 0.6288 -0.5819 -2.7637 -0.6308 0.2560 1.4059 0.61
Br -0.2777 -1.5022 0.3366 0.6076 0.7770 -1.2051 0.66
Br -1.9877 0.6505 -1.1746 0.9778 -0.1124 -0.2112 0.64
H 0.5097 0.7648 -0.6386 -0.2352 -0.2589 0.1080 -0.04
C -1.3758 -4.6865 1.7480 0.5217 -0.1461 0.6113 -1.58
Br -0.3287 -5.0133 3.4188 -0.4024 0.2003 -0.9871 0.54
Br -3.0396 -5.6375 1.8354 0.0486 0.1788 -0.0213 0.59
Br -0.3899 -5.1515 0.1500 -0.2978 -0.1099 0.3029 0.62
H -1.5626 -3.6129 1.7242 -0.1045 -0.2949 0.0364 -0.09

=====

Entry 2:
76
Properties=species:S:1:pos:R:3:forces:R:3:mulliken_spin:R:1 method="wB97M-V/def2-TZVPD" total_charge=0 relative_energy_kj_mol=0.00 e_lumo_ev="0.57 / 0.27" total_energy_ha=-3662.36402 spin_multiplicity=2 homo_ev="-7.2 / -7.4"
Cu 1.1247 0.2244 0.7111 0.0240 0.3209 -0.1437 0.64
C 2.0672 6.2653 -0.2589 -0.0230 -0.1753 -0.2914 0.00
C 1.2037 5.1787 -0.9280 0.0218 1.0400 -0.1606 0.00
N 1.8215 3.9034 -1.1238 0.0614 -0.1069 -0.0108 0.01
C 1.9388 2.9358 -0.1875 0.0427 0.9124 0.6552 0.00
S 2.7656 1.5004 -0.6666 -0.1851 -0.7295 0.2050 0.06
N 1.5302 3.2210 1.0375 0.0238 -0.1853 -0.6379 0.00
N 1.6285 2.0853 1.8010 -0.2169 -0.5262 -0.0164 0.01
C 2.2646 2.1236 2.8970 0.5200 -0.2304 0.2976 0.00
C 2.9633 3.3310 3.4551 -0.4627 0.2624 -0.5046 0.01
C 2.4905 0.8186 3.5630 0.2649 -0.4663 0.2821 0.00
C 2.8247 0.7363 4.9123 0.1985 -0.1800 -0.2002 0.00
C 3.2142 -0.4947 5.4387 0.1991 1.2769 0.0364 0.00
C 3.3129 -1.5766 4.6096 -0.8328 -1.2036 -0.0636 0.00
C 2.7973 -1.4538 3.3313 0.5949 0.9287 -0.4138 0.01
N 2.4636 -0.2799 2.7967 -0.2768 -0.0506 -0.1066 0.00
H 1.4377 7.1604 -0.1302 0.3126 -0.2339 0.0998 0.00
H 2.9345 6.5369 -0.8844 -0.3050 -0.1455 0.2325 0.00
H 2.4213 5.9051 0.7071 -0.0252 0.1554 0.0234 0.00
H 0.9185 5.5640 -1.9114 -0.0676 -0.1837 -0.0210 0.00
H 0.2877 5.0816 -0.3547 -0.1554 -0.2681 0.1618 0.00
H 2.2031 3.6690 -2.0153 0.0754 -0.0290 -0.3219 0.00
H 2.2354 3.9305 4.0017 0.0490 0.1962 0.0901 0.00
H 3.3278 3.9357 2.6179 -0.0505 -0.0698 0.2039 0.00
H 3.7808 3.0735 4.1191 0.0631 -0.0820 -0.0194 0.00
H 2.8776 1.6401 5.5057 -0.2209 -0.1438 0.1224 0.00
H 3.4958 -0.5205 6.4706 0.1894 -0.2499 0.4279 0.00
H 3.6282 -2.5654 4.9396 0.0285 0.3277 0.1005 0.00
H 2.7639 -2.2932 2.6642 -0.0988 -0.3505 -0.2139 0.00
C -1.3794 -3.2433 -4.8470 0.8098 1.1554 0.6585 0.00
C -2.3701 -3.4201 -3.7459 -0.6592 0.3345 0.5789 0.00
C -3.5580 -4.1263 -3.9642 0.3714 0.2863 0.2091 0.00
C -4.5304 -4.2533 -2.9817 0.0451 -0.4852 -0.2382 0.00
C -4.3334 -3.6427 -1.7540 -0.3136 -0.2320 -0.4967 0.00
C -3.1743 -2.9441 -1.5127 0.8502 0.7926 0.1510 0.00
C -2.1595 -2.8300 -2.4713 -0.5581 -0.5663 -0.7112 0.00
N -0.9586 -2.1111 -2.2752 0.2518 0.4829 -0.3033 0.00
C -0.4479 -1.6106 -1.0874 0.2601 0.5894 -0.2809 0.00
N -0.6035 -2.3934 0.0055 0.0047 -0.3852 -0.5117 0.00
C -0.7708 -1.9592 1.3401 0.2841 0.7818 0.3658 -0.07
C -0.2723 -0.7186 1.7634 0.1264 -0.4127 0.1380 0.26
C -0.5525 -0.3441 3.0881 0.0873 -0.2200 -0.5952 -0.02
C -1.2297 -1.1831 3.9564 -0.1384 -0.0327 0.0191 0.02
C -1.6784 -2.4225 3.4994 -0.1340 0.3726 0.2506 -0.01
C -1.4656 -2.8213 2.1955 -0.3200 -0.2154 -0.1758 0.01
C -2.0074 -4.1430 1.7054 -0.1816 0.2156 0.2195 0.00
N 0.2071 -0.4853 -1.0437 -0.0600 -0.1124 0.3097 0.07
C 0.1187 0.4266 -2.1429 0.2461 -1.0395 0.0053 -0.01
C 0.8677 0.1988 -3.3055 0.3565 -0.2174 0.2253 0.01
C 0.7471 1.0455 -4.3935 0.2086 0.5444 -0.2094 0.00
C -0.1074 2.1533 -4.2824 0.0856 -0.3430 -0.2024 0.01
C -0.8227 2.3594 -3.1140 -0.2245 0.9405 -0.0026 -0.01
C -0.7144 1.5214 -2.0106 -0.2111 0.1131 0.0233 0.01
C -1.4524 1.8212 -0.7277 0.3901 0.1339 0.0159 -0.01
H -1.7089 -3.7375 -5.7454 0.1403 -0.2011 -0.2840 0.00
H -0.4199 -3.6194 -4.4671 -0.0050 -0.1655 -0.5236 0.00
H -1.1789 -2.1554 -5.0766 -0.3875 -0.9492 0.0999 0.00
H -3.7119 -4.5776 -4.9363 -0.0072 -0.0266 -0.0192 0.00
H -5.4028 -4.8777 -3.1869 0.1366 0.3889 0.1483 0.00
H -5.1164 -3.6752 -1.0190 -0.0795 -0.0388 0.3299 0.00
H -3.0476 -2.4019 -0.5841 -0.1226 -0.0611 0.0579 0.00
H -0.6067 -1.5907 -3.0892 -0.3562 -0.4368 0.5204 0.00
H -0.9660 -3.3053 -0.2211 -0.0146 -0.0072 0.1403 0.00
H -0.1857 0.6251 3.3983 -0.0658 0.0307 0.3047 0.01
H -1.4228 -0.8934 4.9856 0.0128 0.0387 -0.1204 0.00
H -2.2796 -3.0478 4.1510 0.1748 -0.0843 0.0299 0.00
H -2.5546 -4.6450 2.5140 0.3496 -0.0572 -0.2733 0.00
H -1.2086 -4.7646 1.3130 0.1909 -0.4265 0.2274 0.00
H -2.6987 -4.0317 0.8730 -0.2173 0.1356 -0.0202 0.00
H 1.6322 -0.5956 -3.2950 -0.5711 0.3095 -0.0383 0.00
H 1.3864 0.9007 -5.2807 -0.5089 0.0764 0.5016 0.00
H -0.2249 2.8697 -5.0907 0.1181 -0.1915 0.0123 0.00
H -1.4529 3.2646 -3.0327 0.3173 -0.6149 -0.0607 0.00
H -1.9982 2.7495 -0.8962 -0.1178 -0.0113 0.2829 0.00
H -0.7508 1.9698 0.1257 -0.4661 -0.0992 -0.5532 0.01
H -2.1576 1.0290 -0.4519 0.1536 0.0995 -0.0182 0.00

=====

Entry 3:
81
Properties=species:S:1:pos:R:3:forces:R:3:lowdin_charge:R:1 method="wB97M-V/def2-TZVPD" total_charge=-1 e_lumo_ev=1.53 total_energy_ha=-3462.25625 homo_ev=-5.5
N -1.3878 2.4259 -3.6978 -0.8839 -0.8107 -0.1072 -0.06
C -1.7620 1.0081 -3.9429 0.4642 0.7665 -0.8791 -0.30
S -0.7230 -0.0901 -2.7968 3.5097 -1.0266 1.3458 0.63
O 0.3020 -0.8632 -3.6254 -3.0180 1.9899 1.6521 -0.42
O -0.0256 0.8881 -1.8475 -2.2214 -2.2628 -1.9364 -0.44
N -1.6886 -1.0932 -1.8004 -0.1290 -0.9520 -1.7826 -0.37
S -2.3904 -2.3829 -2.6763 0.6613 1.0956 -4.8897 0.59
O -1.4202 -3.3056 -3.3703 -1.7412 1.3232 2.5030 -0.42
O -3.3365 -1.8056 -3.7360 1.3662 -1.1050 2.8285 -0.45
C -3.4411 -3.4253 -1.5435 -0.1011 -0.2146 1.2416 -0.24
C -2.8608 -3.4816 -0.0346 -0.5823 0.5064 -0.6408 -0.28
C -1.7134 -4.5793 0.1606 -0.4000 -0.6215 1.7543 -0.45
S -0.0255 -4.0079 -0.4197 0.3021 0.7352 0.3765 0.83
C 1.2041 -4.2838 0.9295 0.1218 -2.5566 1.2132 -0.96
S 1.5494 -5.8837 1.3722 -0.7587 2.6383 -0.5866 0.67
N 1.9538 -3.2325 1.6513 -1.6368 1.2167 -1.1609 -0.19
C 1.1549 -2.5583 2.6902 -1.4724 2.1094 3.5927 -0.16
C -0.3506 -2.2182 2.6195 1.5196 0.8466 2.9412 0.01
C -1.0574 -1.5252 3.8310 3.6122 -0.6459 0.9090 -0.06
C -0.2764 -1.1544 5.1408 1.3122 -1.6693 -3.4550 -0.09
C 1.2456 -1.4514 5.1952 -1.8872 -0.9221 -2.8802 -0.09
C 1.9395 -2.1411 3.9898 -2.9889 0.5530 0.0318 0.00
C 2.6434 -2.2889 0.7460 3.2857 2.9452 -2.4014 -0.19
C 1.9729 -1.3023 -0.2393 2.7639 0.0349 0.2471 0.02
C 2.8394 -0.3372 -1.0992 2.6681 -2.0034 1.9349 -0.03
C 4.4059 -0.3469 -0.9770 -1.7597 -2.5154 2.2492 -0.08
C 5.1170 -1.3283 0.0091 -4.3747 0.0834 -0.2599 -0.10
C 4.2136 -2.2721 0.8383 -0.7503 1.7005 -1.6298 -0.02
H -1.6483 2.7331 -2.7424 0.6391 -0.4543 -0.8295 0.05
H -0.3915 2.5926 -3.8942 -0.7944 -0.2849 0.5311 0.07
H -2.8773 0.7954 -3.8256 1.7265 0.2237 0.0496 0.10
H -1.4045 0.7404 -5.0074 -0.6884 0.1225 1.8150 0.11
H -3.4918 -4.4893 -1.9920 0.3639 1.8991 0.4273 0.12
H -4.4964 -2.9894 -1.5683 1.5990 -0.3640 0.0329 0.10
H -3.7600 -3.6826 0.6671 1.5331 -0.0721 -1.0664 0.12
H -2.5243 -2.4069 0.2246 -0.2018 -1.7928 -0.4079 0.09
H -1.9384 -5.5935 -0.3297 0.1702 1.6848 0.5634 0.09
H -1.6379 -4.7794 1.2985 0.0503 0.2373 -1.8199 0.08
H -0.9613 -2.4650 1.6945 1.0386 0.4141 1.3981 0.05
H -2.1712 -1.2693 3.8307 1.8257 -0.5376 -0.3223 0.08
H -0.8771 -0.6770 6.0001 1.3211 -0.8409 -1.4937 0.08
H 1.8536 -1.1783 6.1318 -1.0363 -0.5201 -1.7178 0.08
H 3.0672 -2.3704 4.0452 -2.0766 0.3923 -0.1711 0.10
H 0.8242 -1.2790 -0.3429 2.0901 0.0671 0.0955 0.07
H 2.4163 0.4017 -1.8634 0.2002 -1.4666 1.4749 0.08
H 5.0771 0.3432 -1.5925 -1.3419 -1.0086 0.8853 0.07
H 6.2594 -1.3523 0.1536 -2.1177 0.0542 -0.3368 0.08
H 4.7569 -2.9825 1.5663 -1.2427 1.1427 -1.2293 0.09
N -2.0231 4.5516 -0.5103 0.1857 0.7622 0.0616 0.06
C -2.1851 5.5906 -1.3494 0.0117 -0.5881 0.3215 -0.15
C -1.7434 6.8764 -1.0792 0.0219 -0.0126 0.0947 -0.08
C -1.1004 7.1094 0.1269 0.0620 0.1444 0.1443 -0.10
C -0.9210 6.0568 1.0124 -0.0773 0.0814 -0.1515 -0.08
C -1.3955 4.8065 0.6489 -0.2792 -0.3691 -0.4240 -0.15
H -2.6962 5.3589 -2.2785 0.0402 0.0379 -0.0019 0.10
H -1.8987 7.6752 -1.7940 0.0209 -0.0304 0.0284 0.10
H -0.7419 8.1030 0.3741 0.0300 -0.0510 -0.1107 0.07
H -0.4235 6.2036 1.9630 -0.0155 -0.0434 -0.0429 0.10
H -1.2759 3.9512 1.3063 0.0338 0.0402 -0.0166 0.11
N -0.7352 10.5448 -0.4478 -0.4038 0.6624 0.0668 0.06
C -0.2578 11.5754 -1.1640 -0.0628 -0.5515 0.2436 -0.15
C -0.8335 12.8354 -1.1815 -0.1219 0.0104 0.0829 -0.08
C -1.9726 13.0474 -0.4186 -0.0395 0.0783 0.0033 -0.08
C -2.4896 12.0002 0.3301 0.0670 0.0984 -0.0773 -0.07
C -1.8389 10.7777 0.2839 0.5235 -0.2461 -0.2956 -0.15
H 0.6319 11.3599 -1.7466 -0.0273 0.0566 0.0020 0.10
H -0.4027 13.6307 -1.7769 -0.0035 -0.0627 0.0175 0.10
H -2.4529 14.0198 -0.4073 0.0293 -0.0624 -0.0021 0.10
H -3.3774 12.1304 0.9361 0.0491 -0.0398 -0.0231 0.10
H -2.2033 9.9291 0.8546 -0.0484 0.0527 -0.0103 0.10
N 1.6535 -9.4907 1.4828 0.4178 -0.4635 -0.3619 0.06
C 2.7780 -9.0617 0.8881 -0.4929 -0.0099 0.3374 -0.17
C 3.5933 -9.8667 0.1084 -0.0488 -0.1896 -0.0107 -0.07
C 3.2309 -11.1942 -0.0664 0.0612 -0.0369 -0.0480 -0.09
C 2.0742 -11.6644 0.5388 0.1069 0.0489 -0.0564 -0.09
C 1.3249 -10.7785 1.2962 0.0327 0.5912 0.1577 -0.16
H 3.0208 -8.0174 1.0569 0.0648 -0.1074 -0.0613 0.03
H 4.4887 -9.4658 -0.3501 -0.0601 0.0164 0.0328 0.10
H 3.8437 -11.8563 -0.6686 -0.0390 0.0396 0.0305 0.10
H 1.7614 -12.6949 0.4241 -0.0119 0.0536 0.0137 0.10
H 0.4104 -11.0976 1.7863 0.0338 -0.0454 -0.0340 0.10